(1)
A molecular structure, C37H31F9N5O2PPd, computed with the ωB97M-V functional and the def2-TZVPD basis.

The relative energy (zero: lowest compared OMol25 entry of this formula, charge and spin) is 3.5 kcal/mol. Its charge is +2. For the HOMO energy, the calculation gives -0.52986 Ha.

Cartesian coordinates (Å):
Pd 0.433 -0.684 1.523
O 1.732 0.497 5.208
C 1.573 0.177 4.059
N 0.514 -0.497 3.493
C -0.550 -0.957 4.244
O -0.720 -0.855 5.430
C -1.548 -1.648 3.370
C -2.725 -2.119 3.914
C -3.618 -2.798 3.104
C -3.281 -2.995 1.776
C -2.091 -2.481 1.298
N -1.231 -1.801 2.069
C 2.594 0.521 3.015
C 3.768 1.152 3.376
C 4.706 1.436 2.404
C 4.433 1.073 1.094
C 3.232 0.461 0.802
N 2.308 0.185 1.743
H -2.897 -1.952 4.968
H -4.547 -3.181 3.504
H -3.925 -3.549 1.107
H -1.800 -2.646 0.279
H 3.910 1.390 4.422
H 5.638 1.922 2.659
H 5.143 1.251 0.298
H 3.013 0.156 -0.205
N -1.835 4.212 0.969
C -1.099 4.126 2.279
C -0.528 2.722 2.434
N -1.501 1.648 2.263
C -2.329 1.814 1.074
C -2.946 3.200 0.930
H -1.182 4.020 0.200
H -2.191 5.156 0.810
H -1.825 4.357 3.059
H -0.320 4.886 2.288
H -0.084 2.645 3.427
H 0.276 2.578 1.707
H -2.085 1.576 3.090
H -3.132 1.077 1.089
H -1.711 1.614 0.192
H -3.613 3.435 1.759
H -3.489 3.319 -0.007
F 6.622 -2.150 -2.572
C 5.660 -3.012 -2.945
F 5.963 -4.209 -2.431
F 5.688 -3.106 -4.277
C 4.315 -2.529 -2.447
C 3.958 -2.780 -1.130
C 2.770 -2.267 -0.635
C 1.939 -1.506 -1.456
C 2.292 -1.290 -2.788
C 3.482 -1.798 -3.282
P 0.406 -0.802 -0.793
C 0.216 0.872 -1.529
C -0.513 1.105 -2.692
C -0.777 2.403 -3.123
C -0.293 3.475 -2.400
C 0.511 3.263 -1.283
C 0.751 1.973 -0.850
C -0.670 4.894 -2.747
F -1.604 4.956 -3.689
F -1.186 5.495 -1.629
F 0.378 5.618 -3.125
C -0.896 -1.761 -1.604
C -0.642 -3.078 -1.975
C -1.679 -3.891 -2.417
C -2.966 -3.384 -2.489
C -3.228 -2.063 -2.144
C -2.197 -1.259 -1.695
C -4.102 -4.266 -2.961
F -4.297 -4.126 -4.277
F -5.247 -3.937 -2.340
F -3.852 -5.554 -2.711
H 4.604 -3.375 -0.498
H 2.488 -2.466 0.392
H 1.645 -0.723 -3.446
H 3.763 -1.631 -4.313
H -0.908 0.277 -3.265
H -1.375 2.571 -4.009
H 0.944 4.109 -0.759
H 1.339 1.824 0.036
H 0.361 -3.482 -1.917
H -1.485 -4.918 -2.693
H -4.237 -1.680 -2.206
H -2.414 -0.238 -1.404

(2)
3 unconnected molecules or ions with the total composition C37H31FO8 in a non-equilibrium geometry, computed with the ωB97M-V functional and the def2-TZVPD basis.

The SMILES is C[C@H](F)C[C@]1(C[C@@H](C)O)COC(=O)O1.O=C1c2ccccc2C(=O)c2ccccc21.O=C1c2ccccc2C(=O)c2ccccc21. Its charge is 0. For the HOMO energy, the calculation gives -0.35080 Ha.

Cartesian coordinates (Å):
C 4.348 1.902 -2.712
C 4.360 2.890 -1.568
F 4.413 2.254 -0.340
C 3.186 3.873 -1.643
C 1.920 3.433 -0.894
C 0.675 3.852 -1.682
C 0.504 3.112 -3.004
C -0.169 1.736 -2.848
O -0.293 3.951 -3.852
C 1.938 3.910 0.534
O 0.795 3.166 1.046
C 1.000 1.919 0.504
O 0.561 0.880 0.965
O 1.761 2.017 -0.622
H 4.997 1.055 -2.536
H 3.345 1.584 -2.970
H 4.743 2.418 -3.582
H 5.270 3.478 -1.648
H 3.501 4.811 -1.203
H 2.946 4.023 -2.685
H 0.787 4.906 -1.922
H -0.223 3.741 -1.088
H 1.438 3.001 -3.539
H -0.914 1.585 -3.616
H 0.583 0.959 -2.927
H -0.596 1.657 -1.856
H -1.211 3.734 -3.702
H 2.776 3.406 1.005
H 1.922 4.974 0.694
O 1.440 -5.618 -1.272
C 1.486 -4.597 -1.925
C 0.918 -4.545 -3.304
C 0.312 -5.679 -3.828
C -0.250 -5.640 -5.093
C -0.210 -4.467 -5.840
C 0.405 -3.338 -5.327
C 0.975 -3.373 -4.061
C 1.647 -2.153 -3.533
O 1.738 -1.148 -4.210
C 2.195 -2.199 -2.151
C 2.795 -1.064 -1.627
C 3.279 -1.072 -0.332
C 3.168 -2.216 0.449
C 2.587 -3.359 -0.074
C 2.101 -3.358 -1.376
H 0.281 -6.585 -3.240
H -0.724 -6.523 -5.498
H -0.658 -4.436 -6.823
H 0.444 -2.425 -5.904
H 2.871 -0.173 -2.232
H 3.734 -0.176 0.071
H 3.533 -2.215 1.467
H 2.500 -4.254 0.525
O -1.783 0.037 6.466
C -2.693 -0.043 5.669
C -2.738 0.830 4.463
C -1.705 1.731 4.241
C -1.713 2.527 3.109
C -2.754 2.424 2.193
C -3.793 1.539 2.414
C -3.793 0.742 3.551
C -4.928 -0.194 3.781
O -5.870 -0.236 3.017
C -4.873 -1.083 4.976
C -5.902 -1.990 5.193
C -5.854 -2.842 6.283
C -4.777 -2.793 7.161
C -3.754 -1.884 6.955
C -3.798 -1.024 5.866
H -0.896 1.800 4.954
H -0.905 3.221 2.931
H -2.751 3.039 1.302
H -4.608 1.458 1.708
H -6.734 -2.024 4.504
H -6.656 -3.549 6.448
H -4.738 -3.465 8.007
H -2.915 -1.838 7.636

(3)
A molecular structure, C37H31N8OSSeSiY, computed with the ωB97M-V functional and the def2-TZVPD basis.

The relative energy (zero: lowest compared OMol25 entry of this formula, charge and spin) is 25.8 kcal/mol. Its charge is 0. For the HOMO energy (alpha / beta), the calculation gives -0.23842 / -0.23995 Ha.

Cartesian coordinates (Å):
Y 0.111 0.839 -0.031
C 0.487 -2.256 6.057
C -0.907 -2.118 6.046
C -1.554 -1.473 5.006
C -0.776 -0.954 3.980
C -1.119 -0.273 2.736
N 0.037 0.031 2.094
C 1.110 -0.499 2.752
N 2.377 -0.601 2.341
C 2.832 -0.483 1.104
C 4.201 -0.782 0.673
C 5.358 -1.072 1.378
C 6.507 -1.352 0.654
C 6.497 -1.356 -0.744
C 5.338 -1.078 -1.452
C 4.191 -0.785 -0.732
C 2.817 -0.481 -1.145
N 2.348 -0.592 -2.381
C 1.097 -0.440 -2.814
N 0.043 0.185 -2.208
C -1.120 -0.159 -2.814
N -2.378 0.011 -2.390
C -2.803 0.182 -1.153
N -2.050 0.212 -0.029
C -2.806 0.118 1.092
N -2.384 -0.107 2.320
C -4.218 0.150 0.669
C -5.402 0.115 1.381
C -6.592 0.138 0.664
C -6.591 0.179 -0.731
C -5.400 0.199 -1.446
C -4.217 0.193 -0.732
C -0.795 -0.919 -4.020
C -1.586 -1.487 -5.007
C -0.956 -2.215 -6.002
C 0.433 -2.390 -6.003
C 1.224 -1.840 -5.006
C 0.595 -1.094 -4.020
N 2.098 -0.252 -0.016
C 0.620 -1.092 3.992
C 1.266 -1.753 5.028
H 0.964 -2.767 6.884
H -1.484 -2.525 6.866
H -2.631 -1.371 4.987
H 5.355 -1.074 2.460
H 7.427 -1.573 1.179
H 7.410 -1.580 -1.280
H 5.322 -1.084 -2.534
H -5.393 0.075 2.462
H -7.535 0.122 1.194
H -7.533 0.194 -1.262
H -5.391 0.223 -2.528
H -2.661 -1.361 -4.991
H -1.544 -2.661 -6.794
H 0.896 -2.966 -6.793
H 2.297 -1.978 -4.989
H 2.342 -1.864 5.023
C 0.580 6.390 1.746
Si 0.174 5.766 0.038
C -1.525 6.330 -0.474
C 1.449 6.347 -1.189
Se 0.203 3.493 0.091
H 0.573 7.485 1.748
H 1.566 6.048 2.061
H -0.154 6.037 2.471
H -1.562 7.423 -0.501
H -2.278 5.973 0.230
H -1.777 5.949 -1.465
H 1.455 7.441 -1.226
H 1.228 5.968 -2.187
H 2.444 6.004 -0.905
C 0.975 -3.905 -1.040
S 0.608 -2.824 0.344
C -0.490 -3.932 1.226
O -0.283 -1.756 -0.220
H 0.033 -4.178 -1.518
H 1.512 -4.784 -0.685
H 1.597 -3.334 -1.729
H 0.072 -4.805 1.555
H -1.309 -4.211 0.563
H -0.867 -3.384 2.089

E_tot for the records above, in order: -3220.48827, -2130.37968, -5069.55123 Ha